A structure of composition C30H64NO18S in a non-equilibrium geometry. Source: the Open Molecules 2025 dataset; level of theory: ωB97M-V with the def2-TZVPD basis set.

Structure (XYZ):
```
114
Properties=species:S:1:pos:R:3:forces:R:3
S -7.993 -65.380 -79.647 -13.14 2.52 -7.17
O -5.580 -68.894 -78.978 -0.01 1.89 -6.21
O -8.969 -67.406 -74.937 -1.64 1.48 1.99
O -5.527 -63.936 -77.579 0.93 -2.31 2.32
O -6.302 -69.458 -75.725 -0.29 -2.30 1.07
O -5.536 -65.447 -72.133 -1.00 1.14 -2.23
O -5.728 -67.365 -75.680 0.61 0.77 0.62
O -8.625 -62.999 -75.894 -2.56 4.81 2.56
O -7.054 -65.377 -80.642 5.06 0.96 -4.96
O -7.120 -70.334 -79.785 -5.10 1.10 -4.41
O -13.238 -63.822 -77.831 -0.82 2.52 1.32
O -7.583 -64.586 -73.154 3.68 -0.75 1.35
O -4.539 -61.941 -77.775 0.18 1.84 -1.47
O -8.072 -64.195 -78.849 -0.64 1.60 1.11
O -11.964 -69.553 -76.351 4.03 4.08 -1.08
O -12.006 -62.607 -76.353 -4.05 1.83 5.40
O -7.849 -66.469 -78.795 -12.35 -6.24 -0.24
O -9.334 -65.629 -80.184 -1.45 0.82 -1.22
O -10.731 -66.274 -73.816 1.39 -3.75 -0.63
N -7.962 -65.655 -77.002 -4.76 5.21 6.31
C -10.916 -68.824 -76.665 -1.99 -4.93 0.48
C -5.632 -68.564 -73.652 5.34 -1.12 -1.85
C -6.534 -62.374 -79.028 1.72 2.16 0.58
C -6.156 -65.962 -70.957 -1.65 -2.86 -2.43
C -5.395 -64.109 -74.097 -1.61 1.87 0.08
C -10.085 -68.584 -73.202 -2.62 2.11 -1.04
C -9.220 -61.959 -75.366 1.03 -3.22 -2.67
C -8.806 -61.435 -73.999 -2.09 -0.09 0.49
C -11.901 -64.370 -74.345 -0.96 -0.19 3.13
C -6.348 -64.686 -73.089 -1.23 -1.11 0.12
C -5.443 -62.865 -78.048 -2.47 1.78 -3.29
C -3.724 -62.106 -76.686 5.98 2.48 -4.18
C -6.058 -70.013 -79.477 6.45 -0.97 -1.58
C -10.819 -63.709 -78.179 1.41 3.43 2.16
C -6.087 -66.525 -78.473 7.55 0.08 0.42
C -10.907 -67.359 -76.889 -1.93 -1.12 -1.25
C -10.423 -61.204 -76.018 2.05 0.44 4.25
C -5.852 -68.429 -75.112 -0.29 1.39 -0.51
C -7.023 -70.852 -77.422 -3.33 -5.30 0.99
C -12.062 -63.244 -77.265 0.06 -6.77 -10.49
C -5.130 -66.270 -69.941 -5.33 -2.40 -0.38
C -10.682 -65.150 -74.650 1.06 1.32 -1.70
C -15.555 -64.417 -77.685 1.12 3.22 11.36
C -6.412 -69.523 -77.162 -0.26 -1.15 3.76
C -9.625 -69.650 -76.914 -6.76 -3.80 -1.06
C -14.569 -63.307 -77.322 -0.01 -2.39 1.12
C -9.865 -67.332 -74.087 0.91 -1.23 -0.46
C -6.570 -67.846 -79.102 -0.50 1.87 -3.30
C -4.963 -71.036 -79.402 -3.35 1.88 1.26
C -2.714 -60.861 -76.486 -0.74 1.31 -3.17
H -6.457 -68.792 -73.211 -5.61 -1.41 2.66
H -11.948 -63.861 -73.320 0.50 -1.06 -0.98
H -8.797 -69.101 -76.915 3.44 1.83 0.53
H -7.387 -62.821 -78.606 -0.45 0.19 0.12
H -7.979 -62.042 -73.703 0.49 -0.14 0.70
H -10.517 -67.007 -77.832 -0.04 -0.71 -1.26
H -6.701 -61.291 -78.847 0.69 -0.22 -0.90
H -7.419 -65.414 -76.301 2.55 0.86 5.77
H -11.304 -61.528 -75.292 2.52 2.55 -0.46
H -9.780 -64.647 -74.369 0.56 0.65 -0.07
H -10.027 -68.221 -72.224 -0.32 0.36 1.88
H -15.657 -64.445 -78.556 -0.30 -1.54 -13.71
H -3.140 -62.969 -76.813 0.67 -1.38 0.31
H -5.473 -69.395 -77.705 0.25 -0.51 4.02
H -10.752 -64.748 -78.156 0.22 -1.85 0.14
H -8.620 -60.368 -73.994 0.57 0.23 -0.47
H -5.316 -67.631 -73.288 0.77 1.07 0.52
H -5.296 -71.976 -79.393 -2.25 -3.67 -0.08
H -6.509 -71.912 -77.395 0.32 2.32 0.85
H -8.918 -65.337 -76.909 0.01 0.78 0.49
H -10.590 -65.316 -75.803 -0.47 -0.01 2.39
H -7.358 -71.006 -78.466 -0.66 0.01 2.54
H -10.827 -63.486 -79.233 -0.79 0.23 -0.37
H -10.134 -60.162 -76.085 -0.22 0.38 0.29
H -7.644 -67.946 -78.534 3.00 -2.17 -2.52
H -14.619 -63.179 -76.233 0.89 -0.32 -0.05
H -9.762 -70.637 -76.173 0.79 2.80 -2.22
H -4.944 -69.423 -73.342 -0.53 1.27 -0.73
H -7.588 -65.082 -77.639 1.52 2.80 -3.26
H -16.559 -64.111 -77.506 -1.02 0.53 1.38
H -11.056 -69.104 -73.379 0.52 0.76 0.07
H -5.418 -64.649 -75.034 0.32 -0.38 -0.11
H -11.973 -67.141 -76.849 0.13 1.08 0.44
H -6.819 -66.973 -71.248 1.53 2.72 0.76
H -1.954 -61.010 -75.746 0.53 -0.64 0.18
H -10.195 -66.875 -76.291 -0.09 0.18 1.17
H -9.342 -69.277 -73.316 2.08 -1.48 -0.79
H -6.811 -65.696 -78.839 10.62 -0.93 3.70
H -4.287 -62.071 -75.933 -4.24 -0.54 6.59
H -6.506 -62.744 -80.085 0.36 0.55 1.06
H -15.042 -62.399 -77.633 1.03 1.05 -1.33
H -12.758 -65.032 -74.380 -0.30 -0.23 -0.03
H -9.838 -69.958 -78.091 0.77 0.36 2.96
H -4.846 -65.499 -69.460 2.79 5.94 2.65
H -15.353 -65.279 -77.168 0.49 -2.28 0.77
H -9.691 -61.430 -73.234 1.44 -0.74 -1.39
H -9.761 -63.202 -77.832 -3.03 -1.55 -0.44
H -7.002 -68.675 -77.562 0.14 -1.36 1.66
H -3.188 -59.912 -76.173 -0.53 -0.68 0.11
H -4.457 -63.949 -73.648 1.45 -0.54 0.21
H -5.712 -63.060 -74.341 -0.27 -0.96 0.09
H -4.431 -66.828 -70.328 4.12 -2.78 -1.99
H -2.237 -60.445 -77.509 -0.74 -1.60 2.11
H -8.010 -71.121 -76.821 2.52 0.92 -0.78
H -4.644 -70.907 -78.463 2.57 0.51 3.25
H -12.093 -63.588 -74.986 -0.14 0.87 -0.84
H -6.659 -67.694 -80.307 -0.31 -0.50 3.04
H -6.745 -65.136 -70.764 -2.13 0.95 1.61
H -6.194 -66.719 -77.362 1.17 0.86 -1.87
H -4.334 -71.071 -80.136 4.33 0.91 -4.08
H -5.548 -66.804 -69.111 -0.73 -0.94 0.23
H -10.851 -61.616 -76.855 1.37 0.67 -2.09
H -4.993 -66.303 -78.841 -0.64 -0.75 1.28
H -8.052 -66.521 -77.185 0.16 -7.18 -0.96
```
Forces are in eV/Å.

Values from the calculation:
* HOMO-LUMO gap: 5.196 eV
* energy: -2987.69024 Eh
* energy above the lowest of the compared OMol25 structures with the same formula, charge and spin: 356.4 kcal/mol
* charge: -1
* E_HOMO: -3.1 eV
* LUMO energy: 2.1 eV